[1]
ORCA calculation (the ωB97M-V functional and the def2-TZVPD basis) on a structure of composition C4H11NO2 in a non-equilibrium geometry.

Last column: Mulliken charge in e.
Cartesian coordinates (Å):
O: -0.520 1.372 -0.330  -0.569
H: -1.289 1.310 -0.922  0.366
H: -3.110 0.444 1.111  0.305
H: -1.383 -1.668 1.212  0.278
H: 2.812 -0.312 -0.675  0.257
H: 0.350 -1.793 -1.024  0.351
H: -1.122 -0.986 -1.601  0.418
C: -0.078 0.084 -0.065  0.803
H: 2.173 1.364 -0.910  0.297
C: -1.476 -0.586 1.176  -0.471
H: -1.348 -0.114 2.150  0.350
H: 0.454 -0.380 -2.106  0.394
O: -2.665 -0.201 0.542  -0.509
H: 3.083 0.966 0.583  0.326
C: 2.426 0.583 -0.194  -0.753
C: -0.091 -0.828 -1.270  -1.583
N: 0.934 -0.014 0.831  -0.593
H: 0.851 0.757 1.493  0.333

E_HOMO in eV: -7.695
Charge: 0
Lowest unoccupied orbital energy in eV: 0.82

[2]
ORCA calculation (the ωB97M-V functional and the def2-TZVPD basis) on a cluster of 8 separate species, C30H76Br2O8P in total.

Last column: Mulliken charge in e.
Cartesian coordinates (Å):
Br: 0.887 2.994 4.391  -0.120
H: 3.001 7.108 6.292  0.346
O: -4.168 -2.591 4.179  -0.231
H: 1.485 -1.506 0.563  0.302
H: -6.244 -3.897 4.618  0.319
H: 4.792 4.775 8.369  0.343
H: -2.028 -1.437 -5.417  0.392
H: 1.429 5.202 7.062  0.351
H: -0.606 -2.265 -0.541  0.347
H: -1.487 -2.285 -3.960  0.342
H: -3.506 -3.151 5.988  0.376
C: 2.055 -1.463 4.525  -0.598
H: 1.700 -2.184 3.788  0.375
H: 2.815 0.748 -4.446  0.197
H: -1.393 -1.958 1.015  0.296
P: 0.847 0.988 5.141  0.871
H: -3.232 -0.480 4.886  0.468
H: -2.063 -3.503 -8.328  0.333
C: -1.155 -1.825 -4.891  -1.383
C: 0.378 0.283 -0.949  -1.474
O: 3.611 1.257 -4.648  -0.409
H: 5.508 1.416 -4.033  0.300
H: 3.287 -3.686 5.447  0.334
C: -2.688 -1.183 5.522  -0.996
H: 3.546 -2.531 6.752  0.317
H: -3.009 -1.563 2.786  0.261
H: 0.146 3.645 -5.497  0.181
H: -0.700 -2.593 -5.522  0.258
C: -0.157 -1.302 -10.214  -1.420
H: -0.557 0.382 0.985  0.218
H: 0.875 -0.451 -1.587  0.157
C: -0.156 -0.715 -4.621  0.786
C: 1.711 -0.055 3.986  0.139
H: 0.342 -2.038 -10.850  0.353
C: -0.681 -1.966 -8.954  0.781
H: 1.051 0.731 -5.641  -0.316
H: -0.969 -0.857 -10.790  0.383
H: -2.266 -3.170 4.736  0.443
C: 4.639 0.812 -3.765  0.404
H: 0.562 -0.521 -9.965  0.331
C: -8.276 -2.386 4.036  -1.141
H: 1.392 -1.884 -4.411  0.320
H: 2.650 3.606 -5.442  0.238
C: -3.124 -2.604 5.127  -0.855
H: -3.227 -3.306 2.476  0.350
H: 4.071 -1.265 -3.768  0.202
H: -1.242 -3.841 -9.859  0.350
H: -0.467 0.385 -6.475  0.373
H: 1.526 -1.682 5.457  0.250
H: -8.612 -2.211 5.057  0.309
H: -1.954 -1.132 -0.450  0.435
H: 4.901 -3.046 5.745  0.409
H: 2.682 4.356 -7.046  0.437
H: 1.076 1.096 -0.744  0.401
C: -0.879 0.557 5.426  -0.952
C: -3.715 -2.401 2.856  -0.918
H: -9.033 -2.007 3.348  0.380
O: 1.033 -0.843 1.099  -0.537
H: -0.466 0.686 -1.510  0.450
C: 4.260 1.088 -2.318  -1.011
O: 0.969 -1.206 -3.871  -0.436
H: -1.461 1.095 4.672  0.542
C: 3.791 6.653 6.892  -1.244
C: 2.099 3.718 -6.375  -1.129
H: 3.364 0.516 -2.055  0.009
H: 1.343 6.383 -6.129  0.351
O: 4.250 5.368 8.900  -0.547
H: 4.050 -1.831 3.812  0.362
H: 0.846 -0.797 -6.519  0.210
C: -7.558 -4.153 2.387  -0.903
H: -2.997 -0.975 6.549  0.464
H: 5.063 0.797 -1.639  0.434
H: -2.549 -2.655 -9.806  0.374
C: 3.842 -2.789 5.733  -1.384
C: -1.180 -0.945 5.400  -0.159
Br: 1.871 0.947 7.024  -0.086
C: 4.951 -0.657 -3.999  -1.196
C: 3.557 -1.643 4.769  -0.468
H: -4.580 -2.172 2.237  0.354
H: 2.015 2.733 -6.835  0.240
H: -0.661 -1.434 6.229  0.286
H: 0.840 -3.166 -8.709  0.314
H: 0.432 4.947 -7.965  0.347
H: -1.135 -1.210 -8.310  0.155
H: 1.853 4.284 8.520  0.316
H: -0.199 6.087 -5.313  0.350
C: -0.092 -0.367 0.336  0.729
H: 4.046 2.147 -2.175  0.312
H: 4.463 7.439 7.233  0.330
C: 2.258 4.796 7.646  -0.999
H: 5.773 -0.992 -3.363  0.402
H: -7.386 -5.220 2.248  0.299
H: -0.803 -1.397 4.477  0.268
H: -8.297 -3.818 1.658  0.387
O: -7.076 -4.368 4.754  -0.562
H: -7.354 -1.818 3.876  0.211
H: 1.095 -0.112 3.080  -0.465
H: 2.786 4.062 7.027  0.182
C: 0.724 4.317 -6.139  0.614
O: -0.033 4.372 -7.347  -0.564
H: 4.360 5.975 6.248  0.311
C: 3.216 5.896 8.076  0.309
H: -0.609 0.036 -3.968  0.165
C: 0.800 5.686 -5.484  -1.415
H: -1.131 0.989 6.399  0.437
H: -8.931 -4.429 4.009  0.330
H: 2.622 0.488 3.719  0.620
H: 1.327 5.635 -4.529  0.350
O: 0.401 -2.494 -8.176  -0.520
C: -8.017 -3.867 3.808  0.362
C: -1.698 -3.054 -9.252  -1.402
C: -1.073 -1.497 0.080  -1.384
H: 2.683 6.593 8.727  0.313
H: 5.223 -0.828 -5.040  0.324
C: 0.341 -0.059 -5.891  -0.702
H: -6.619 -3.626 2.185  0.014
H: 3.980 -0.713 5.161  0.340

E_HOMO in eV: -11.347
Charge: +1
Lowest unoccupied orbital energy in eV: -3.62

[3]
ORCA calculation (the ωB97M-V functional and the def2-TZVPD basis) on a structure of composition C39H59CoFN3O2SSeSi in a non-equilibrium geometry.

Last column: Mulliken charge in e.
Cartesian coordinates (Å):
H: -3.404 3.011 1.325  0.496
H: -3.694 3.120 6.503  0.480
C: 2.985 -2.383 -2.604  -0.326
O: 0.782 -0.429 1.689  -1.619
C: 0.392 -3.360 -2.754  -0.894
H: 2.478 1.678 0.763  -0.092
H: 4.076 0.511 4.742  0.517
H: 3.736 -1.667 3.625  0.491
H: 0.485 0.815 5.986  0.227
H: -3.018 7.519 1.939  0.491
C: -0.979 3.304 6.286  -1.468
H: -3.244 6.924 -1.114  0.296
H: 5.065 1.745 -2.118  0.419
C: -1.142 0.607 2.563  0.147
H: 3.117 -1.657 5.826  0.483
H: 2.245 3.474 4.350  -0.005
H: -0.632 -3.707 -2.782  0.454
C: -0.537 3.918 -1.163  -0.231
H: -3.253 3.279 4.802  0.314
C: 0.405 3.466 -3.432  -1.821
C: -1.833 1.204 3.597  -0.513
H: -1.668 7.147 0.860  0.281
H: 0.430 2.397 -3.230  0.284
C: 2.688 -3.470 -3.409  -0.956
H: -1.417 3.919 7.077  0.505
H: 4.067 5.548 3.749  0.354
C: -2.464 4.595 0.211  -0.504
H: 2.212 6.538 2.606  0.186
H: -1.318 5.881 -1.045  0.457
H: 1.875 -0.627 6.522  0.333
H: -2.816 1.607 3.399  0.464
N: 1.648 5.787 2.250  -0.199
H: 2.054 4.420 -0.531  -0.104
C: 2.129 -1.230 5.650  -1.931
H: 4.786 0.259 -3.027  0.326
H: 2.754 4.310 -2.159  0.581
N: 2.208 -0.655 -1.011  0.514
H: 2.138 -2.175 3.061  0.465
C: -1.242 1.310 4.847  0.177
H: -4.026 4.771 2.552  0.144
N: 2.307 4.398 3.957  -0.017
C: -1.430 4.863 -0.699  -0.247
H: 3.481 -3.936 -3.981  0.403
H: 1.410 -2.048 5.582  0.426
H: -2.566 0.312 7.043  0.385
H: -4.622 7.286 -0.074  0.483
H: 5.616 -1.542 -1.041  0.435
C: 2.001 -1.731 -1.836  0.317
C: -4.436 5.250 1.660  -1.924
H: 3.735 4.911 5.363  0.349
H: -5.038 6.100 1.986  0.469
C: -1.729 2.314 0.219  -0.067
H: 0.739 6.387 -1.615  0.357
Co: 0.598 0.047 -0.126  2.138
H: 1.205 3.704 -4.138  0.463
Si: 3.744 0.109 -0.757  0.552
C: 1.536 4.594 2.873  -0.314
C: 5.067 -1.119 -0.198  -1.507
C: 3.277 5.338 4.475  -1.213
H: 4.002 -2.015 -2.558  0.101
S: 0.495 3.411 2.315  0.459
H: 4.087 2.290 0.417  0.672
C: 0.154 0.056 2.717  1.454
C: 3.050 0.819 4.527  -1.370
H: 1.415 5.957 -3.184  0.455
C: 4.328 0.967 -2.333  -1.326
C: -1.973 1.205 7.249  -1.814
C: -3.330 5.739 0.725  1.962
H: -4.602 5.799 -1.035  0.377
C: 2.769 -1.309 3.267  -2.236
F: -0.283 -1.683 -1.230  -0.167
C: -1.873 2.086 5.996  2.204
H: 2.699 1.435 5.361  0.321
O: 0.153 1.643 -1.041  -1.900
C: 0.589 4.271 -2.136  2.427
C: 3.520 1.379 0.624  -1.125
H: 4.615 -1.945 0.357  0.357
H: 2.801 6.280 4.763  0.353
H: 3.874 0.975 1.574  0.295
H: 2.079 2.873 -1.380  -0.374
C: 0.722 -2.287 -1.969  0.522
H: -0.333 6.061 -2.993  0.384
H: -5.097 4.542 1.157  0.415
C: -3.985 6.481 -0.448  -1.796
H: -3.943 1.760 5.404  0.420
H: 3.483 1.435 -2.844  0.287
H: 3.049 1.425 3.618  -0.014
C: -2.614 3.290 0.643  -0.189
H: 0.016 2.992 6.610  0.288
H: -0.867 3.913 5.387  0.176
H: 5.794 -0.634 0.457  0.446
C: -0.671 2.584 -0.676  0.976
H: -0.992 0.884 7.602  0.323
C: -3.275 2.588 5.647  -2.204
H: 2.921 -0.780 2.330  0.107
C: 0.733 0.086 4.017  -0.095
H: 1.017 5.956 1.486  0.107
C: 2.148 -0.413 4.345  2.439
H: -2.453 1.759 8.058  0.470
H: -1.919 6.176 2.319  0.152
C: -2.427 6.706 1.509  -1.420
C: 1.396 -3.971 -3.496  -0.452
Se: -1.941 0.494 0.812  0.118
C: 0.591 5.759 -2.497  -2.305
C: 0.019 0.728 5.013  -1.002
H: -0.551 3.710 -3.900  0.348
C: 1.954 3.944 -1.510  -0.726
H: 1.170 -4.820 -4.125  0.386

E_HOMO (alpha / beta) in eV: -6.994 / -6.985
Expectation value of S²: 6.041
Multiplicity: 5
Charge: 0
Lowest unoccupied orbital energy (alpha / beta) in eV: 0.21 / -2.66

[4]
ORCA calculation (the ωB97M-V functional and the def2-TZVPD basis) on an isolated molecule of C16H19N3O4S in a non-equilibrium geometry.

Last column: Mulliken charge in e.
Cartesian coordinates (Å):
H: -7.997 -0.489 0.187  0.236
H: -6.881 -0.098 -1.144  0.342
H: -0.088 3.104 -0.412  0.465
H: 3.309 -2.704 -1.336  0.440
C: 1.891 2.388 0.088  0.603
H: 4.352 2.049 0.238  0.376
C: -2.814 -0.847 -0.703  -0.795
H: 1.119 1.539 -2.375  0.356
N: 0.008 1.041 -0.670  0.270
H: -0.648 1.596 -2.579  0.282
C: -4.193 -0.805 -0.592  -0.464
C: 3.920 1.325 0.939  -0.808
C: -2.022 -0.390 0.330  -0.179
H: 6.705 -2.117 1.217  0.387
C: 0.177 1.059 -2.101  -1.038
O: 2.475 3.184 -0.621  -0.659
H: -4.435 0.548 2.496  0.433
H: 0.187 0.026 -2.442  0.375
H: -0.024 2.123 1.082  0.370
N: 5.409 -0.556 1.068  -0.527
H: -6.866 -1.728 -0.409  0.343
H: 2.608 -0.405 -0.769  0.381
O: 0.129 -1.466 -0.730  -0.716
H: 1.917 0.837 1.397  0.335
H: -2.341 -1.249 -1.585  0.457
N: 2.491 1.532 0.930  -0.070
C: 3.909 -2.104 -0.668  -0.662
H: 5.419 -3.602 -0.328  0.373
C: 5.075 -2.603 -0.108  -0.437
H: -4.797 -1.171 -1.406  0.398
C: -2.590 0.117 1.487  -0.352
O: 0.358 -0.284 1.431  -0.867
C: -6.999 -0.660 -0.212  -0.827
C: 3.513 -0.816 -0.351  0.175
S: -0.253 -0.384 0.130  1.497
C: -3.962 0.164 1.606  -0.792
C: -4.779 -0.295 0.566  0.882
C: 4.295 -0.076 0.531  0.234
H: -1.946 0.450 2.285  0.471
C: 0.362 2.231 0.069  -0.895
H: 4.331 1.521 1.934  0.276
C: 5.788 -1.781 0.750  -0.239
O: -6.110 -0.203 0.783  -0.431

E_HOMO in eV: -8.912
Charge: 0
SMILES string: COc1ccc(S(=O)(=O)N(C)CC(=O)NCc2ccccn2)cc1
Lowest unoccupied orbital energy in eV: 0.49

[5]
ORCA calculation (the ωB97M-V functional and the def2-TZVPD basis) on a cluster of 2 separate species, C2H8N4 in total in a non-equilibrium geometry.

Last column: Mulliken charge in e.
Cartesian coordinates (Å):
H: -4.217 -0.251 0.664  0.365
H: 3.008 -0.283 1.260  0.259
H: 1.772 -0.182 -1.371  0.392
H: 1.351 0.742 1.220  0.247
N: -3.292 0.127 0.146  -0.170
C: -2.271 -0.556 -0.036  0.079
N: 0.936 0.512 0.275  0.163
H: -3.218 1.045 -0.151  0.285
H: 3.953 -0.444 -0.273  0.307
C: 1.949 -0.086 -0.359  0.312
N: 3.083 -0.260 0.261  -0.262
N: -0.272 0.971 -0.069  -0.677
H: -2.094 -1.545 0.197  0.367
H: -0.470 0.785 -1.071  0.334

E_HOMO (alpha / beta) in eV: -19.731 / -18.294
Charge: +2
Lowest unoccupied orbital energy (alpha / beta) in eV: -10.17 / -10.46

Molecular weight per entry: 105.1 755.7 819.0 349.4 88.1 u